ORCA calculation (ωB97M-V/def2-TZVPD) on a cluster of 8 separate species, C40H38Br4N6O12 in total in a non-equilibrium geometry.

Structure (ORCA input):
```
! RIJCOSX wB97M-V def2-TZVPD def2/J DEFGRID3
* xyz 0 1
C -0.389 -20.619 -31.339
C -7.177 -28.927 -20.419
C 0.957 -20.833 -31.634
C -7.947 -28.937 -17.824
C -18.514 -24.822 -27.731
H -6.045 -27.884 -17.398
H -6.610 -21.827 -27.719
H -8.887 -30.080 -20.863
H -5.480 -27.838 -19.864
C -9.828 -22.586 -26.972
C -16.062 -26.060 -28.304
C -13.761 -31.863 -24.631
Br -11.365 -33.075 -23.575
H -10.840 -22.210 -26.976
O -14.293 -18.424 -24.966
C -6.674 -28.388 -18.117
C -16.569 -25.976 -27.010
H -19.831 -17.182 -25.677
C -19.024 -18.712 -26.931
C -0.186 -21.659 -29.154
C 1.728 -21.486 -30.651
H -4.855 -34.709 -24.730
H -15.949 -26.291 -26.183
N -14.751 -26.734 -28.606
H -16.484 -25.466 -30.331
H -4.069 -29.993 -25.918
H -2.024 -20.838 -30.078
H -6.134 -33.587 -26.803
H -5.699 -31.256 -27.269
O -9.188 -26.506 -25.691
H 2.779 -21.686 -30.795
H -6.918 -28.937 -21.467
C -12.064 -22.120 -32.613
C -3.964 -32.893 -24.269
O 1.622 -23.002 -27.366
H -17.814 -20.171 -27.958
C -8.719 -29.638 -18.790
C -16.605 -19.130 -26.537
C -7.294 -23.736 -26.990
C -4.796 -33.678 -25.048
C -8.282 -29.646 -20.081
C -16.819 -25.432 -29.305
C 1.182 -21.890 -29.405
O -7.038 -26.201 -25.726
H -19.954 -18.937 -27.432
O -10.304 -30.371 -17.173
C -7.463 -22.443 -27.474
O -10.670 -30.838 -19.243
O -14.331 -26.857 -29.776
H -0.671 -21.897 -28.219
H -8.205 -28.954 -16.776
H -15.727 -19.744 -26.673
C -5.490 -33.102 -26.084
N 2.080 -22.569 -28.431
H -18.637 -24.367 -29.815
H -10.411 -23.098 -31.591
H -6.305 -24.135 -26.823
H -10.421 -24.543 -26.180
C -5.303 -31.727 -26.382
C -6.358 -28.337 -19.483
O -15.250 -16.591 -24.322
C -0.967 -21.051 -30.136
O -14.217 -27.264 -27.692
H -11.527 -24.161 -32.590
H 1.266 -20.455 -32.597
C -4.420 -30.973 -25.630
N -15.259 -17.673 -24.939
H -11.700 -31.380 -25.307
H -12.399 -32.908 -25.934
Br -13.165 -22.108 -31.075
H -8.890 -20.814 -27.503
Br -9.920 -22.905 -34.048
H -12.698 -22.266 -33.488
C -17.710 -17.337 -25.273
C -17.730 -25.253 -26.671
H -19.481 -24.430 -27.451
C -17.806 -19.383 -27.218
H -14.183 -31.217 -25.400
C -12.332 -32.238 -25.077
C -16.544 -18.069 -25.598
O 3.215 -22.819 -28.780
H -11.552 -21.163 -32.716
C -18.932 -17.732 -25.911
C -8.717 -21.874 -27.391
N -8.198 -25.818 -25.940
C -11.051 -23.188 -32.469
H -17.980 -25.215 -25.621
H -13.611 -31.426 -23.644
H -17.673 -16.553 -24.531
O -3.378 -34.651 -22.844
C -9.632 -23.926 -26.584
O -2.116 -32.894 -22.802
C -8.376 -24.486 -26.468
Br -15.007 -33.533 -24.664
N -9.956 -30.372 -18.362
N -3.121 -33.531 -23.230
H -1.000 -20.139 -32.089
C -3.774 -31.532 -24.587
C -18.058 -24.842 -29.037
H -2.981 -30.953 -24.137
*
```

Computed properties:
HOMO-LUMO gap   9.0 eV
SMILES string   O=[N+]([O-])c1ccccc1.O=[N+]([O-])c1ccccc1.O=[N+]([O-])c1ccccc1.O=[N+]([O-])c1ccccc1.O=[N+]([O-])c1ccccc1.O=[N+]([O-])c1ccccc1.BrCCBr.BrCCBr
Energy   -13073.852054 Eh

Atomic partial charges in e from the Mulliken method, atoms 1 to 6: -0.212, -0.503, -0.600, -0.219, -0.352, 0.379

***

ORCA calculation (ωB97M-V/def2-TZVPD) on a structure of composition C40H38BrF9N2O29S in a non-equilibrium geometry.

Structure (ORCA input):
```
! RIJCOSX wB97M-V def2-TZVPD def2/J DEFGRID3
* xyz 0 1
O 2.518 2.563 4.447
O 1.554 5.611 8.027
C -2.246 -8.597 -4.902
C -2.503 -9.524 -6.054
O -4.066 3.073 10.717
C -3.644 0.717 1.664
C -1.133 3.005 -0.519
H -5.260 -0.013 -0.515
C -2.945 1.332 0.426
O 4.226 1.882 -10.769
C 3.870 2.002 -9.642
H 4.263 1.778 -6.543
H -3.558 -9.757 -6.218
C -2.864 -3.350 0.253
H 1.466 4.336 -1.918
C -1.345 1.560 12.049
H -4.921 -3.154 -0.422
H -2.876 1.441 -3.182
C 4.636 0.008 -4.516
C -0.923 0.970 -6.391
C -2.700 -0.100 2.617
C -1.856 2.321 0.610
F -0.112 -0.977 -7.449
H 3.946 3.393 -7.215
O -0.968 3.220 -2.998
O -0.390 1.652 -5.261
H -3.478 -8.276 1.240
H -0.352 2.549 10.367
H -4.400 -1.936 0.873
H -0.182 2.716 -3.290
H 0.613 2.921 7.010
H -1.620 0.536 12.315
H -4.539 0.128 1.355
C -2.888 -9.200 -0.657
C -3.042 2.515 10.942
O -2.484 2.407 12.180
O 2.659 2.700 6.693
O 2.562 2.121 -9.258
H -3.051 -7.877 -4.757
H 3.509 6.850 9.612
C 3.976 -1.838 -3.487
F 2.067 7.867 10.563
H -2.603 -1.350 -1.240
H -2.021 -9.744 -1.038
C -1.937 -4.031 0.643
H 2.998 -2.109 -3.894
O 4.706 2.029 -8.572
O -2.051 -7.247 0.173
O 4.446 2.025 5.496
H 2.916 3.327 -1.762
F 1.570 2.628 -7.300
C 2.554 4.343 -1.935
C -4.102 -2.468 -0.061
O -3.059 -0.245 3.751
C -4.413 -0.079 -1.238
C -2.598 -8.472 0.622
H -2.012 0.957 -6.369
O -1.573 -11.669 -3.652
H -0.915 -1.079 -5.613
H 0.684 7.413 8.536
H -3.723 -9.894 -0.563
C 1.656 4.866 9.167
H 2.527 6.230 -0.826
O 4.879 5.993 -3.762
O 4.064 -0.432 -3.362
Br -1.001 -0.903 2.028
C -1.008 1.706 10.595
C 3.319 2.395 5.543
H -4.033 1.578 2.281
F 3.397 4.759 0.228
C -2.616 -7.013 -1.047
H 1.440 4.316 6.303
H -0.596 1.472 -7.304
C -0.331 -0.402 -6.242
C -1.822 -10.714 -4.313
C 0.743 0.995 -4.903
F -1.662 -9.122 1.355
S -0.199 3.786 1.572
H -1.303 -8.054 -5.001
O 3.046 4.813 -3.189
F -0.470 0.563 10.101
H -0.950 -4.373 0.996
N -1.409 2.690 1.860
N -0.178 3.894 -0.092
H 0.738 1.656 4.937
H 4.958 -3.063 -4.980
C 1.198 2.647 4.946
C 2.547 1.870 -7.868
C 5.133 -2.169 -4.383
O 5.216 -1.009 -5.207
O 4.363 5.688 -1.583
C 1.678 6.978 8.416
C -3.292 0.999 -0.956
H 2.224 7.551 7.667
F 0.486 3.489 4.150
C -1.559 2.631 -1.888
F 4.129 -2.394 -2.262
H -4.813 0.096 -2.274
C 4.166 5.539 -2.928
C 3.136 5.335 -0.973
O -2.601 -5.961 -1.600
O 1.486 1.365 -4.051
O 0.919 -0.145 -5.631
F -1.958 -9.046 -7.199
O 4.625 1.142 -4.879
O 1.498 3.686 9.218
O -2.272 1.909 9.992
H -0.536 1.886 12.701
O -1.811 -10.699 -5.677
C 1.390 3.229 6.314
H 6.068 -2.292 -3.831
O -3.206 -8.133 -1.547
H -3.942 -2.028 -2.244
C 2.422 6.874 9.715
C -3.715 -1.521 -1.269
H 2.344 0.811 -7.688
C -2.608 1.660 -2.127
C 3.906 2.320 -7.424
O -2.161 -9.498 -3.802
O 1.967 5.641 10.242
*
```

Computed properties:
HOMO-LUMO gap   7.7 eV
Energy   -7709.492264 Eh

Atomic partial charges in e from the Mulliken method, atoms 1 to 6: -0.281, -0.238, -0.477, 0.337, -0.505, -0.994

***

ORCA calculation (ωB97M-V/def2-TZVPD) on a cluster of 6 separate species, C40H38BrN4O12S in total.

Structure (ORCA input):
```
! RIJCOSX wB97M-V def2-TZVPD def2/J DEFGRID3
* xyz 1 1
C 6.276 -4.075 -2.481
C 8.334 4.203 1.957
C 4.369 -3.222 -1.197
H -4.602 3.690 4.867
C -4.578 2.677 2.929
N 1.107 -0.525 -1.215
H 6.319 -2.400 -1.060
C -1.876 -1.891 1.741
O 7.449 -4.001 -2.764
H 4.033 3.643 -2.239
H 10.025 4.596 3.175
C -6.577 2.622 -4.035
H 7.052 1.022 1.255
C 4.103 -5.186 -2.780
H 3.443 -5.928 -3.210
H -6.285 5.409 4.188
H -6.490 3.634 0.208
C -4.568 -2.907 5.838
H -5.323 -0.467 -5.096
C 9.355 3.865 2.740
H 6.601 2.372 -1.529
H 5.867 -5.780 -3.795
H 8.105 5.230 1.705
C -6.052 3.602 1.198
C 2.950 0.177 -2.674
H -3.737 -6.738 5.380
H 6.380 2.264 -3.277
H 2.285 0.173 -3.541
C -0.156 -0.358 -1.570
H 5.469 4.341 -1.459
H -0.443 -3.287 -1.375
H -4.558 -3.288 7.924
N -2.253 -0.744 -1.942
C -1.051 -2.615 -0.762
H 5.344 4.326 -3.206
C -5.038 3.721 3.877
C -6.513 4.650 2.147
H 1.667 1.468 -1.550
C 4.987 1.203 -2.114
C 5.394 -5.107 -3.091
H 2.760 0.531 -0.532
C 5.660 -3.138 -1.503
O 6.503 3.474 0.666
C -1.925 0.468 -2.389
H -1.675 0.130 2.551
C 5.860 2.406 -2.326
H -4.808 1.916 0.888
C -5.157 2.689 1.561
H -4.796 -1.850 5.893
C -3.963 -5.680 5.436
C -4.090 -4.913 4.358
C -5.934 4.636 3.516
O 10.569 2.135 3.776
C -7.208 0.333 -5.644
H -2.646 1.117 -2.866
C 7.720 1.751 1.700
H -1.766 -2.189 2.784
H -8.458 3.432 -4.589
C -5.637 1.488 -4.163
H 3.904 -2.562 -0.475
O -4.563 1.496 -3.583
C 8.741 1.412 2.481
C 2.133 0.490 -1.424
H 8.973 0.384 2.730
S -0.436 -2.632 0.923
H 1.371 -1.392 -0.769
C 3.489 -4.243 -1.817
H -3.977 -5.298 3.352
C 7.438 3.172 1.381
O -4.007 -5.817 7.785
C -6.036 0.344 -5.014
O -7.328 5.479 1.812
H -2.073 -2.995 -0.757
O 3.896 1.212 -2.922
O 2.306 -4.309 -1.534
C -2.002 -0.364 1.637
C 5.114 3.755 -2.306
O 5.192 0.297 -1.349
C -4.127 -5.120 6.805
H -7.526 -0.487 -6.274
N -0.654 0.738 -2.186
O -9.226 1.457 -6.085
H -2.765 -2.396 1.356
H -6.254 3.445 -3.410
C -4.442 -3.672 6.918
C -4.402 -3.468 4.475
H 3.463 -0.780 -2.602
Br -3.900 -1.531 -1.974
N -1.107 -1.292 -1.392
C -8.161 1.469 -5.516
O -3.759 1.843 3.255
C -7.750 2.616 -4.663
H -3.047 -0.083 1.491
O -4.516 -2.765 3.490
C 9.640 2.443 3.065
H -1.423 0.050 0.810
*
```

Computed properties:
HOMO-LUMO gap   7.8 eV
Energy   -5640.723389 Eh

Atomic partial charges in e from the Mulliken method, atoms 1 to 6: 0.237, -0.374, -0.170, 0.421, 0.465, 0.259

***

no.,highest occupied orbital energy (eV)
1,-9.96
2,-8.78
3,-11.72